The following is a quantum chemistry calculation of a cluster of 2 separate species, C6H9NO4 in total, from the OMol25 dataset.

Results
Relative energy (zero: lowest compared OMol25 entry of this formula, charge and spin)   132.1 kcal/mol
Maximum force   5.39 eV/A
2S+1   1
HOMO energy   -0.3376 Eh

Last columns: bonded neighbours and bond lengths (Å).
CARTESIAN COORDINATES (ANGSTROEM)
1 C 1.658 -1.293 0.973  H7 1.100, H8 1.087, H9 1.213, O17 1.375
2 C 1.167 -0.238 -1.118  C3 1.610, C4 1.581, H10 1.168, O17 1.313
3 C -0.234 0.348 -1.651  C2 1.610, H11 1.204, N16 1.460, O19 1.458
4 C 1.383 1.261 -0.664  C2 1.581, N16 1.422, O18 1.174
5 C -1.471 0.483 0.452  C6 1.653, O19 1.444, O20 1.265
6 C -2.657 -0.348 1.250  C5 1.653, H14 1.126, H15 1.149
7 H 2.718 -1.443 0.719  C1 1.100
8 H 1.777 -0.530 1.739  C1 1.087
9 H 1.057 -2.248 1.419  C1 1.213
10 H 1.854 -0.713 -1.935  C2 1.168
11 H -0.482 0.179 -2.817  C3 1.204
12 H -0.184 2.579 -1.142  N16 1.075
13 H -1.745 -1.448 1.586  no bonds
14 H -3.587 -0.462 0.626  C6 1.126
15 H -2.745 0.452 2.071  C6 1.149
16 N 0.312 1.693 -1.494  C3 1.460, C4 1.422, H12 1.075
17 O 0.875 -1.054 -0.131  C1 1.375, C2 1.313
18 O 2.317 1.643 -0.064  C4 1.174
19 O -1.324 -0.166 -0.831  C3 1.458, C5 1.444
20 O -0.690 1.305 1.012  C5 1.265